The following is a quantum chemistry calculation of a structure of composition C38H34F10I2N2O27S, from OMol25.

Atoms and positions in Å:
C: 1.08 0.37 -0.04
C: -0.41 0.09 0.25
I: -1.84 0.96 -1.05
C: -0.77 -0.68 1.28
I: -2.79 -1.08 1.80
C: 0.36 -1.27 2.10
C: 0.91 -0.45 3.14
N: 1.91 -0.84 3.89
C: 2.39 -2.07 3.57
C: 3.50 -2.57 4.31
F: 4.00 -1.74 5.25
C: 4.06 -3.77 4.07
C: 3.49 -4.60 3.03
C: 2.42 -4.15 2.32
S: 1.81 -5.23 1.03
C: 1.82 -2.85 2.56
N: 0.78 -2.48 1.76
H: 1.22 0.91 -0.98
H: 1.66 -0.57 -0.08
H: 1.45 0.93 0.83
H: 0.47 0.55 3.30
H: 4.93 -4.15 4.61
H: 3.90 -5.58 2.82
H: 0.88 -4.51 0.36
C: -2.44 6.52 -0.05
C: -2.70 5.08 -0.38
O: -1.48 4.45 -0.04
C: -0.93 5.21 0.97
O: -0.05 4.85 1.67
O: -1.53 6.42 1.05
F: -2.92 4.90 -1.70
H: -1.95 7.05 -0.87
H: -3.34 7.06 0.23
H: -3.51 4.62 0.19
C: -1.57 -2.53 -3.50
C: -0.07 -2.50 -3.41
O: 0.19 -3.33 -2.29
C: -0.83 -4.22 -2.23
O: -0.81 -5.22 -1.59
O: -1.88 -3.84 -3.00
F: 0.39 -1.26 -3.15
H: -2.04 -1.78 -2.86
H: -1.94 -2.39 -4.52
H: 0.44 -2.90 -4.29
C: -0.58 1.67 6.38
C: -0.72 2.55 5.17
O: -2.03 3.08 5.32
C: -2.27 3.11 6.67
O: -3.15 3.73 7.17
O: -1.37 2.36 7.35
F: -0.67 1.83 4.02
H: -0.98 0.67 6.22
H: 0.46 1.59 6.72
H: 0.00 3.37 5.12
C: 3.82 -0.24 -4.66
C: 3.71 1.24 -4.87
O: 3.15 1.34 -6.17
C: 2.41 0.21 -6.35
O: 1.60 0.07 -7.20
O: 2.71 -0.73 -5.42
F: 4.93 1.84 -4.87
H: 4.75 -0.64 -5.07
H: 3.75 -0.53 -3.62
H: 3.05 1.74 -4.16
C: 3.86 0.80 6.74
C: 5.07 1.31 7.46
O: 5.12 2.67 7.06
C: 3.84 3.04 6.82
O: 3.47 4.17 6.72
O: 3.02 1.96 6.70
F: 6.20 0.68 7.04
H: 4.07 0.47 5.73
H: 3.37 -0.02 7.27
H: 5.02 1.25 8.55
C: 2.57 6.76 5.31
C: 2.32 8.19 5.71
O: 2.84 8.92 4.62
C: 2.70 8.11 3.52
O: 2.79 8.48 2.40
O: 2.46 6.83 3.88
F: 3.01 8.52 6.83
H: 3.57 6.42 5.58
H: 1.84 6.07 5.73
H: 1.26 8.44 5.85
C: 0.20 4.84 -5.94
C: 1.70 4.84 -5.84
O: 1.93 4.01 -4.72
C: 0.89 3.13 -4.67
O: 0.88 2.13 -4.04
O: -0.14 3.54 -5.46
F: 2.18 6.08 -5.58
H: -0.26 5.60 -5.31
H: -0.16 4.98 -6.96
H: 2.21 4.43 -6.71
C: -3.60 -7.22 -2.06
C: -4.63 -6.37 -2.75
O: -5.83 -7.06 -2.51
C: -5.66 -7.72 -1.32
O: -6.55 -8.17 -0.67
O: -4.35 -7.76 -0.96
F: -4.41 -6.33 -4.10
H: -3.24 -8.04 -2.69
H: -2.75 -6.65 -1.71
H: -4.70 -5.35 -2.37
C: -7.25 -7.35 -7.11
C: -6.18 -8.06 -6.32
O: -5.14 -8.20 -7.27
C: -5.26 -7.14 -8.13
O: -4.42 -6.79 -8.88
O: -6.48 -6.55 -8.01
F: -6.59 -9.30 -5.94
H: -7.88 -8.04 -7.68
H: -7.89 -6.73 -6.48
H: -5.82 -7.51 -5.46

The LUMO energy comes out at -1.1 eV. The HOMO-LUMO gap is 7.495 eV. As for the total energy: -152431.7707 eV.

The following is a quantum chemistry calculation of a structure of composition C30H27HgN4O2S2, from OMol25.

Atoms and positions in Å:
Hg: 1.33 1.19 0.37
S: -1.30 4.69 1.80
C: -0.67 3.89 3.17
C: 0.13 2.84 2.82
C: 0.25 2.66 1.41
C: -0.48 3.60 0.74
C: -0.62 3.75 -0.73
C: -1.40 4.75 -1.31
C: -1.48 4.81 -2.69
C: -0.79 3.89 -3.46
C: -0.03 2.94 -2.80
N: 0.04 2.86 -1.48
H: -0.92 4.24 4.16
H: 0.60 2.20 3.55
H: -1.93 5.46 -0.70
H: -2.08 5.58 -3.16
H: -0.82 3.91 -4.54
H: 0.54 2.19 -3.35
C: 3.71 2.13 4.01
C: 3.45 0.82 3.31
O: 3.85 0.60 2.18
N: 2.73 -0.10 4.02
C: 2.26 -1.34 3.43
C: 0.75 -1.37 3.38
C: 0.00 -2.29 4.11
C: -1.38 -2.24 4.02
C: -1.97 -1.28 3.22
C: -1.14 -0.41 2.52
N: 0.18 -0.45 2.60
H: 3.00 2.86 3.63
H: 4.71 2.46 3.76
H: 3.60 2.06 5.09
H: 2.38 0.18 4.92
H: 2.64 -2.20 3.98
H: 2.66 -1.37 2.42
H: 0.50 -3.02 4.73
H: -1.99 -2.94 4.58
H: -3.04 -1.20 3.12
H: -1.55 0.36 1.87
N: 3.36 0.42 -1.77
C: 2.45 0.07 -1.03
H: 3.86 1.31 -1.68
O: -0.63 -0.57 -0.50
S: -0.01 -1.77 -1.14
C: -1.34 -2.98 -1.24
C: -2.56 -2.68 -0.67
C: -3.57 -3.64 -0.70
C: -3.34 -4.87 -1.28
C: -2.10 -5.17 -1.84
C: -1.09 -4.22 -1.81
C: 0.11 -1.40 -2.89
C: 1.17 -1.90 -3.61
C: 1.28 -1.60 -4.96
C: 0.33 -0.78 -5.56
C: -0.73 -0.26 -4.81
C: -0.84 -0.57 -3.47
H: -2.70 -1.71 -0.22
H: -4.53 -3.41 -0.26
H: -4.13 -5.61 -1.30
H: -1.93 -6.13 -2.29
H: -0.12 -4.45 -2.25
H: 1.93 -2.49 -3.11
H: 2.11 -1.98 -5.53
H: 0.42 -0.54 -6.61
H: -1.45 0.38 -5.28
H: -1.63 -0.16 -2.86

The LUMO energy (alpha / beta) comes out at 0.6 / 0.6 eV. The HOMO-LUMO gap (alpha / beta) is 6.213 / 8.572 eV. Its multiplicity is 2. Its expectation value of S² is 0.754. As for the total energy: -67446.3961 eV.

The following is a quantum chemistry calculation of a structure of composition C14H15N6O5ReS, from OMol25.

Atoms and positions in Å:
Re: 0.22 0.55 0.39
O: -3.79 -2.76 3.62
C: -2.89 -2.03 2.98
C: -2.33 -0.86 3.51
C: -1.41 -0.19 2.75
N: -1.05 -0.63 1.53
C: -1.58 -1.75 1.02
C: -2.50 -2.49 1.71
C: -1.02 -2.04 -0.35
O: -1.26 -3.05 -0.96
O: -0.19 -1.09 -0.74
C: -0.71 1.10 3.12
O: -0.87 1.64 4.17
O: 0.09 1.50 2.14
H: -4.01 -2.38 4.48
H: -2.59 -0.47 4.48
H: -2.91 -3.39 1.28
C: 2.03 -3.53 -1.16
N: 2.24 -2.66 0.01
C: 1.70 -3.19 1.26
C: 2.73 -1.44 -0.10
S: 2.25 -0.16 1.05
N: 3.64 -1.15 -1.03
C: 3.99 0.22 -1.43
C: 4.52 -2.17 -1.60
H: 1.00 -3.89 -1.12
H: 2.71 -4.39 -1.15
H: 2.16 -2.97 -2.07
H: 2.11 -4.19 1.40
H: 0.61 -3.29 1.20
H: 1.98 -2.57 2.09
H: 3.19 0.91 -1.17
H: 4.14 0.23 -2.51
H: 4.91 0.53 -0.94
H: 4.50 -3.07 -1.00
H: 5.53 -1.76 -1.59
H: 4.25 -2.40 -2.63
N: 2.32 4.20 -4.62
C: 1.64 3.79 -3.78
N: 0.84 3.31 -2.85
C: 0.81 2.56 -1.92
N: 0.70 1.78 -1.00

The total charge is +1. The LUMO energy (alpha / beta) comes out at -4.9 / -4.9 eV. The HOMO-LUMO gap (alpha / beta) is 6.591 / 6.825 eV. Its multiplicity is 2. Its expectation value of S² is 0.759. As for the total energy: -46898.4531 eV.

The following is a quantum chemistry calculation of a structure of composition C24H42NP3RuSe, from OMol25.

Atoms and positions in Å:
Ru: -0.21 -0.16 0.20
P: -2.02 -0.58 1.65
P: -0.18 -2.03 -1.15
P: 0.20 1.92 1.00
H: 2.20 2.36 -7.46
C: 2.86 3.00 -6.86
C: 3.83 2.49 -6.08
H: 4.09 1.43 -6.08
C: -3.72 -0.10 1.10
C: -2.20 -2.36 2.04
C: -1.93 0.17 3.32
C: 0.69 -2.19 -2.75
C: 0.48 -3.47 -0.28
C: -1.88 -2.46 -1.66
C: 1.35 2.89 -0.03
C: 0.99 2.02 2.65
C: -1.21 3.08 1.16
H: 2.71 4.08 -7.01
H: 4.44 3.15 -5.46
H: -4.48 -0.41 1.83
H: -3.94 -0.56 0.13
H: -3.78 0.99 0.96
H: -3.11 -2.55 2.63
H: -1.33 -2.70 2.62
H: -2.25 -2.96 1.12
H: -2.81 -0.08 3.93
H: -1.85 1.27 3.26
H: -1.04 -0.21 3.86
H: 0.51 -3.20 -3.15
H: 1.77 -2.06 -2.61
H: 0.34 -1.46 -3.49
H: 0.09 -4.40 -0.72
H: 0.24 -3.46 0.79
H: 1.58 -3.47 -0.38
H: -1.87 -3.44 -2.15
H: -2.24 -1.70 -2.37
H: -2.57 -2.49 -0.80
H: 1.59 3.83 0.48
H: 0.92 3.11 -1.01
H: 2.28 2.32 -0.18
H: 1.26 3.07 2.85
H: 1.90 1.41 2.65
H: 0.33 1.68 3.45
H: -0.83 4.03 1.58
H: -2.00 2.70 1.81
H: -1.63 3.27 0.16
C: -0.69 1.75 -2.85
C: 0.66 1.57 -3.16
C: 1.18 2.20 -4.30
C: 0.38 3.01 -5.10
C: -0.98 3.17 -4.80
C: -1.52 2.52 -3.70
Se: -1.71 1.00 -1.39
H: 0.13 -0.08 -1.41
H: 1.34 0.98 -2.54
H: 2.22 2.05 -4.56
H: 0.82 3.51 -5.95
H: -1.63 3.79 -5.41
H: -2.58 2.59 -3.44
N: 1.08 -0.93 1.59
C: 1.12 -1.49 2.63
C: 1.15 -2.13 3.88
C: 1.03 -3.54 3.98
C: 1.05 -4.15 5.24
C: 1.18 -3.38 6.40
C: 1.26 -1.99 6.31
C: 1.25 -1.35 5.07
H: 0.91 -4.13 3.07
H: 0.96 -5.23 5.29
H: 1.21 -3.87 7.38
H: 1.33 -1.38 7.21
H: 1.30 -0.26 5.00

The total charge is +4. The LUMO energy (alpha / beta) comes out at -11.3 / -15.5 eV. The HOMO-LUMO gap (alpha / beta) is 7.677 / 3.625 eV. Its multiplicity is 5. Its expectation value of S² is 6.025. As for the total energy: -122811.4011 eV.